i) Here is a molecular structure, C2H5FN2 from the Open Molecules 2025 dataset. Energies are from ωB97M-V/def2-TZVPD.

```
10
Properties=species:S:1:pos:R:3
F 0.189 1.780 0.105
N 0.276 0.278 -0.460
N -0.787 -0.326 -0.293
C -1.980 -0.114 0.041
C 1.640 -0.307 0.030
H -2.651 -0.970 -0.156
H 1.832 -1.234 -0.435
H 2.403 0.492 -0.374
H 1.584 -0.345 1.037
H -2.506 0.746 0.505
```

multiplicity	1

natural (NBO) population analysis, charges in e, atoms 1 to 2:
1. F -0.426
2. N 0.143

=====

ii) Here is 2 unconnected molecules or ions with the total composition C2H5FN2 from the Open Molecules 2025 dataset. Energies are from ωB97M-V/def2-TZVPD.

```
10
Properties=species:S:1:pos:R:3
F -1.359 -0.353 -1.799
N 0.650 0.765 1.153
N 1.442 0.206 -0.906
C 0.394 0.314 -0.209
C -0.879 -0.394 -0.435
H -0.611 0.704 1.728
H -0.745 -1.436 0.228
H 1.583 0.360 1.680
H -1.684 0.118 0.255
H 1.207 -0.284 -1.695
```

multiplicity	1

natural (NBO) population analysis, charges in e, atoms 1 to 2:
1. F -0.351
2. N -0.845

=====

The least stable of them is i).

=====

i) Here is a gas-phase ion, C4H8NOS (charge -1) from the Open Molecules 2025 dataset. Energies are from ωB97M-V/def2-TZVPD.

```
15
Properties=species:S:1:pos:R:3
S -3.497 0.177 0.637
O 2.520 -1.185 -0.441
N 0.446 -0.668 0.289
C -0.692 0.253 0.453
C 1.532 -0.456 -0.473
C -1.858 -0.453 1.144
C 1.485 0.747 -1.395
H 2.489 0.869 -1.808
H -1.013 0.645 -0.505
H 1.176 1.636 -0.848
H -1.783 -1.515 0.891
H 0.523 -1.403 0.977
H -0.373 1.075 1.102
H 0.829 0.602 -2.250
H -1.784 -0.325 2.227
```

multiplicity	1
total charge	-1

natural (NBO) population analysis, charges in e, atoms 1 to 2:
1. S -0.711
2. O -0.674

=====

ii) Here is a gas-phase ion, C4H8NOS (charge -1) from the Open Molecules 2025 dataset. Energies are from ωB97M-V/def2-TZVPD.

```
15
Properties=species:S:1:pos:R:3
S 0.792 -3.002 -0.843
O -1.070 -0.097 1.845
N -0.144 0.886 -0.508
C -0.438 -0.919 1.199
C -0.070 -1.458 -1.233
C 0.259 -0.469 -0.069
C 0.361 1.986 0.345
H -0.308 -1.908 1.632
H 1.324 -0.564 0.142
H 0.317 2.012 1.430
H -0.259 2.862 0.085
H -1.151 0.981 -0.396
H 0.196 -1.052 -2.218
H -1.162 -1.514 -1.368
H 1.352 2.256 -0.042
```

multiplicity	1
total charge	-1

natural (NBO) population analysis, charges in e, atoms 1 to 2:
1. S -0.712
2. O -0.603

=====

The least stable of them is ii).

=====

i) Here is C5H8 in the gas phase from the Open Molecules 2025 dataset. Energies are from ωB97M-V/def2-TZVPD.

```
13
Properties=species:S:1:pos:R:3
C -1.903 0.016 -0.449
C 1.244 0.526 0.029
C 0.216 1.000 0.474
C -0.887 -0.014 0.693
C 2.149 -0.385 -0.639
H 1.585 -0.885 -1.439
H -2.315 -0.988 -0.594
H -1.343 0.090 1.674
H -2.717 0.710 -0.231
H -0.375 -0.988 0.687
H 2.966 0.175 -1.079
H 2.541 -1.152 0.040
H -1.435 0.326 -1.392
```

multiplicity	1

natural (NBO) population analysis, charges in e, atoms 1 to 2:
1. C -0.605
2. C 0.097

=====

ii) Here is 2 unconnected molecules or ions with the total composition C5H8 from the Open Molecules 2025 dataset. Energies are from ωB97M-V/def2-TZVPD.

```
13
Properties=species:S:1:pos:R:3
C -1.195 -1.867 0.000
C 0.570 1.045 -1.328
C -0.404 -0.670 0.316
C 0.917 1.287 1.252
C 0.181 0.162 1.030
H 0.712 1.384 -2.359
H 1.976 1.206 1.481
H 0.428 2.195 1.595
H -0.644 -2.535 -0.667
H -2.133 -1.596 -0.494
H -0.286 1.420 -0.809
H 1.320 0.399 -0.925
H -1.443 -2.429 0.909
```

multiplicity	1

natural (NBO) population analysis, charges in e, atoms 1 to 2:
1. C -0.688
2. C -0.511

=====

iii) Here is C5H8 in the gas phase from the Open Molecules 2025 dataset. Energies are from ωB97M-V/def2-TZVPD.

```
13
Properties=species:S:1:pos:R:3
C -0.937 -0.041 -0.959
C 1.488 -0.124 -0.381
C -0.352 0.085 1.349
C -1.812 0.502 -1.583
C 0.061 -0.530 0.004
H 1.772 -0.519 -1.361
H 1.562 0.967 -0.417
H -2.611 0.996 -2.087
H 0.361 -0.136 2.152
H 0.018 -1.626 0.070
H 2.210 -0.489 0.360
H -1.350 -0.259 1.634
H -0.412 1.174 1.220
```

multiplicity	1

natural (NBO) population analysis, charges in e, atoms 1 to 2:
1. C 0.016
2. C -0.589

=====

iv) Here is 2 unconnected molecules or ions with the total composition C5H8 from the Open Molecules 2025 dataset. Energies are from ωB97M-V/def2-TZVPD.

```
13
Properties=species:S:1:pos:R:3
C -0.824 -1.231 0.057
C -2.664 0.470 0.613
C 2.818 0.344 0.058
C -2.001 -0.534 -0.337
C -2.013 1.001 -0.366
H -3.231 0.542 1.508
H -2.638 -1.054 -1.049
H 3.624 0.486 -0.622
H -0.149 -0.797 0.769
H -1.617 1.823 -0.907
H 2.239 1.183 0.377
H -0.569 -2.170 -0.399
H 2.597 -0.634 0.419
```

multiplicity	1

natural (NBO) population analysis, charges in e, atoms 1 to 2:
1. C -0.333
2. C -0.172

=====

The least stable of them is iv).

=====

i) Here is C5H8 in the gas phase from the Open Molecules 2025 dataset. Energies are from ωB97M-V/def2-TZVPD.

```
13
Properties=species:S:1:pos:R:3
C 1.292 0.598 0.370
C -0.960 -0.703 -0.616
C -0.643 -1.076 -1.827
C -1.101 -0.215 0.587
C -0.006 0.652 1.178
H -0.380 1.684 1.244
H -1.990 -0.407 1.187
H 1.491 -0.434 0.066
H 0.187 0.326 2.206
H -0.078 -1.985 -2.017
H -0.892 -0.445 -2.677
H 2.144 0.952 0.956
H 1.230 1.190 -0.548
```

multiplicity	1

natural (NBO) population analysis, charges in e, atoms 1 to 2:
1. C -0.608
2. C 0.091

=====

ii) Here is C5H8 in the gas phase from the Open Molecules 2025 dataset. Energies are from ωB97M-V/def2-TZVPD.

```
13
Properties=species:S:1:pos:R:3
C -1.012 -0.456 0.569
C 0.344 -1.114 0.691
C -0.665 0.888 -0.107
C 0.652 0.628 -0.856
C 1.264 -0.497 -0.049
H 0.448 0.286 -1.882
H 2.311 -0.782 -0.104
H 1.263 1.533 -0.942
H -0.481 1.637 0.671
H -1.691 -1.066 -0.045
H -1.444 1.270 -0.773
H 0.514 -2.006 1.289
H -1.503 -0.319 1.540
```

multiplicity	1

natural (NBO) population analysis, charges in e, atoms 1 to 2:
1. C -0.442
2. C -0.189

=====

The least stable of them is i).

=====

i) Here is C5H8 in the gas phase from the Open Molecules 2025 dataset. Energies are from ωB97M-V/def2-TZVPD.

```
13
Properties=species:S:1:pos:R:3
C -1.743 -0.007 -0.705
C 0.321 -0.419 1.151
C 1.492 -0.453 0.234
C 0.499 0.646 -0.045
C -0.624 0.649 -1.014
H 1.568 -1.276 -0.470
H 0.321 -0.045 2.173
H 2.409 -0.072 0.669
H 1.038 1.629 -0.069
H -0.279 -1.365 1.110
H -0.604 1.289 -1.906
H -1.871 -0.404 0.301
H -2.527 -0.171 -1.428
```

multiplicity	1

natural (NBO) population analysis, charges in e, atoms 1 to 2:
1. C -0.401
2. C -0.430

=====

ii) Here is C5H8 in the gas phase from the Open Molecules 2025 dataset. Energies are from ωB97M-V/def2-TZVPD.

```
13
Properties=species:S:1:pos:R:3
C -1.232 -0.656 0.493
C 2.580 0.194 -0.795
C 0.171 -0.536 0.083
C 1.280 -0.247 -0.289
C -2.016 0.564 -0.010
H -2.226 0.486 -1.080
H -1.286 -0.712 1.586
H -1.669 -1.588 0.115
H 3.311 0.327 0.010
H -1.417 1.465 0.143
H -2.965 0.686 0.520
H 2.462 1.157 -1.305
H 2.996 -0.515 -1.517
```

multiplicity	1

natural (NBO) population analysis, charges in e, atoms 1 to 2:
1. C -0.467
2. C -0.680

=====

The least stable of them is i).

=====

i) Here is CHBrN4O in the gas phase from the Open Molecules 2025 dataset. Energies are from ωB97M-V/def2-TZVPD.

```
8
Properties=species:S:1:pos:R:3
Br -1.409 0.233 1.955
O -1.346 -0.280 -0.819
N 1.921 0.324 -0.038
N 1.365 0.489 1.038
N 1.078 -0.002 -1.012
N 0.086 0.220 0.867
C -0.086 -0.116 -0.419
H -1.608 -0.869 -1.573
```

multiplicity	1

natural (NBO) population analysis, charges in e, atoms 1 to 2:
1. Br 0.318
2. O -0.681

=====

ii) Here is CHBrN4O in the gas phase from the Open Molecules 2025 dataset. Energies are from ωB97M-V/def2-TZVPD.

```
8
Properties=species:S:1:pos:R:3
Br 0.066 0.041 2.065
O -0.101 0.031 -0.709
N -0.236 2.126 -0.002
N -0.085 3.125 0.879
N 1.376 2.910 2.661
N 0.643 2.975 1.820
C -0.085 0.918 0.264
H -0.110 -0.881 -0.389
```

multiplicity	1

natural (NBO) population analysis, charges in e, atoms 1 to 2:
1. Br -0.073
2. O -0.644

=====

The least stable of them is ii).

=====

i) Here is 2 unconnected molecules or ions with the total composition C3H8ClN2 from the Open Molecules 2025 dataset. Energies are from ωB97M-V/def2-TZVPD.

```
14
Properties=species:S:1:pos:R:3
Cl -1.715 -2.409 0.914
N -0.474 0.101 -0.742
N 1.224 0.863 0.732
C -0.631 -1.562 1.857
C -0.074 0.775 -1.964
C 0.254 0.074 0.350
H 1.869 1.365 0.156
H 0.292 -2.028 2.378
H -1.257 -0.480 -0.738
H -0.942 -0.734 2.431
H -0.872 0.752 -2.657
H 0.680 0.324 -2.578
H 1.484 1.091 1.651
H 0.162 1.870 -1.791
```

multiplicity	1
total charge	+1

natural (NBO) population analysis, charges in e, atoms 1 to 2:
1. Cl 0.155
2. N -0.554

=====

ii) Here is 2 unconnected molecules or ions with the total composition C3H8ClN2 from the Open Molecules 2025 dataset. Energies are from ωB97M-V/def2-TZVPD.

```
14
Properties=species:S:1:pos:R:3
Cl -2.678 -0.407 -1.394
N -0.673 0.592 -0.117
N 0.995 -1.360 -0.687
C -0.066 1.654 0.727
C 1.638 -1.980 0.185
C -1.885 0.768 -0.457
H -2.438 1.535 0.002
H 1.185 -1.658 -1.667
H 1.582 -1.616 1.270
H 2.359 -2.719 -0.107
H -0.185 -0.264 -0.420
H -0.753 1.823 1.611
H 0.900 1.120 1.064
H 0.019 2.510 -0.009
```

multiplicity	1
total charge	+1

natural (NBO) population analysis, charges in e, atoms 1 to 2:
1. Cl 0.145
2. N -0.433

=====

The least stable of them is i).